Here is C2F3InNO3S as an isolated structure from the Open Molecules 2025 dataset. Energies are from ωB97M-V/def2-TZVPD.

The geometry in XYZ format:
```
11
Properties=species:S:1:pos:R:3:forces:R:3:lowdin_charge:R:1
N -0.06386 1.79323 0.45486 1.696 0.587 0.876 -0.356
S 0.46042 0.46374 1.02859 -2.382 -2.335 -0.292 1.159
C 1.88687 0.03087 -0.16966 3.400 -0.934 -1.565 -0.701
F 1.44422 0.04064 -1.40718 -0.655 0.192 0.519 0.209
F 2.34034 -1.16316 0.13791 -0.857 0.722 0.303 0.234
F 2.82743 0.93336 -0.01119 -0.876 -0.077 0.270 0.221
O -2.28558 -2.17228 -0.17732 1.726 3.403 1.054 0.352
C -1.97731 -1.04364 -0.03812 -0.944 -5.851 -0.606 -0.412
O -2.36892 0.07281 -0.35253 -1.659 0.266 -0.629 -0.010
O -0.41473 -0.84981 0.83430 0.982 2.139 0.415 -0.304
In -1.84889 1.89424 -0.29968 -0.430 1.889 -0.345 1.608
```
Forces are in eV/Å.

HOMO-LUMO gap (alpha / beta) (eV): 5.6 / 6.9
Spin multiplicity: 2
⟨S²⟩: 0.76
Energy (eV): -33841.7487
HOMO energy (alpha / beta) (hartree): -0.7307 / -0.7753
Net charge: +2

Here is a 12-piece molecular cluster, C14H52FIN23O13S overall from the Open Molecules 2025 dataset. Energies are from ωB97M-V/def2-TZVPD.

The geometry in XYZ format:
```
105
Properties=species:S:1:pos:R:3:forces:R:3:lowdin_charge:R:1
O 4.26490 -4.77610 3.84091 -1.878 -1.083 -2.511 -0.195
S 4.30899 -3.47457 4.31762 2.583 -3.211 1.964 0.583
O 5.17130 -3.40808 5.41420 0.202 2.339 2.020 -0.189
F 4.85347 -2.51245 3.27523 -1.461 0.804 -0.456 -0.054
N 2.70657 -2.95448 4.84731 0.736 1.688 -1.088 0.004
C 1.74475 -2.53636 3.73850 -1.203 0.842 0.079 -0.182
C 0.30626 -2.64848 4.26495 0.599 -0.979 -0.511 -0.241
C -0.40666 -4.00982 4.07233 0.169 0.717 0.487 -0.592
I 0.87550 -5.69151 3.70265 -0.215 0.117 0.084 0.956
H 2.29725 -3.63738 5.50510 -0.019 -0.442 -0.491 0.113
H 2.88880 -2.10654 5.40317 -0.194 -0.137 0.246 0.168
H 1.92544 -1.47803 3.57090 0.384 0.101 0.079 0.136
H 1.93899 -3.03738 2.79757 0.164 -0.549 0.158 0.094
H -0.26286 -1.90977 3.71396 -0.240 0.271 0.242 0.119
H 0.31522 -2.41379 5.32843 -0.163 0.349 0.035 0.095
H -0.91722 -4.22556 4.99429 -0.098 -0.322 0.118 0.027
H -1.17790 -3.88233 3.32987 0.129 -0.550 -0.475 0.052
C 2.04292 -2.63554 8.48045 -0.139 -0.027 0.080 -0.667
O 1.05110 -2.60945 7.75799 0.184 0.094 -0.309 0.015
N 3.14884 -3.34265 8.10425 0.254 0.270 0.085 0.164
N 2.11966 -1.98108 9.66366 -0.096 0.052 -0.104 0.176
H 4.00103 -3.40452 8.63088 -0.003 -0.038 -0.004 0.113
H 3.08026 -3.82499 7.23551 0.203 -0.444 0.243 0.062
H 1.31334 -1.45693 9.95211 -0.009 -0.031 0.029 0.116
H 2.92692 -1.99778 10.25834 -0.003 -0.055 0.000 0.107
C -3.75096 -2.47983 4.46348 -0.243 0.318 -0.105 -0.649
O -2.56533 -2.59554 4.78123 -0.111 -0.226 0.122 -0.017
N -4.59243 -3.55502 4.38821 0.211 -0.127 0.077 0.157
N -4.28575 -1.27886 4.16523 0.086 0.191 0.001 0.170
H -5.55785 -3.48411 4.13001 0.006 0.051 -0.015 0.096
H -4.21273 -4.45669 4.60586 -0.034 -0.008 0.014 0.100
H -3.65578 -0.47826 4.20818 -0.059 -0.088 0.045 0.053
H -5.24388 -1.14675 3.90232 -0.011 -0.119 -0.005 0.102
C -1.41784 1.19705 5.02924 0.177 0.196 0.200 -0.657
O -2.31929 0.68917 4.36913 0.066 0.098 -0.050 0.003
N -1.04166 0.68061 6.24378 -0.054 -0.270 -0.050 0.155
N -0.73685 2.28068 4.60050 -0.465 -0.190 -0.079 0.165
H -0.31138 1.06952 6.80786 -0.041 0.092 -0.005 0.086
H -1.53611 -0.12987 6.57285 0.009 -0.011 -0.039 0.100
H -0.99441 2.67038 3.69407 0.454 -0.026 0.205 0.064
H 0.00629 2.70992 5.11731 -0.017 0.009 0.013 0.098
C -0.31455 3.21801 1.01652 -0.096 -0.214 -0.259 -0.653
O -0.21491 3.42816 2.22697 0.023 0.253 -0.323 -0.023
N -0.21902 1.96192 0.49706 0.144 -0.099 0.093 0.170
N -0.52725 4.18882 0.10099 0.258 0.186 0.100 0.176
H -0.30265 1.75946 -0.48359 -0.095 0.030 -0.009 0.102
H -0.06638 1.20865 1.13966 -0.062 -0.001 -0.014 0.097
H -0.60702 5.13322 0.42708 -0.051 -0.022 0.032 0.107
H -0.61452 3.99467 -0.88301 -0.361 0.018 -0.121 0.061
C -2.16930 3.98664 -3.81272 -0.132 -0.067 -0.210 -0.684
O -1.92833 3.64696 -2.65403 0.399 0.156 0.255 -0.017
N -1.91030 5.22869 -4.29446 -0.123 -0.574 0.398 0.158
N -2.71491 3.10496 -4.69050 -0.347 -0.010 0.108 0.164
H -2.09370 5.51852 -5.23591 0.161 0.111 -0.005 0.066
H -1.50582 5.89207 -3.66293 0.007 0.105 -0.113 0.096
H -2.90387 2.18142 -4.34731 0.106 -0.028 -0.031 0.104
H -2.91832 3.32088 -5.64653 0.149 0.050 -0.024 0.096
C 5.69177 0.41360 0.83235 0.010 0.106 -0.102 -0.683
O 4.88707 -0.22462 0.17727 -0.041 -0.072 0.082 0.023
N 6.20618 -0.06590 2.00951 0.001 0.133 0.121 0.148
N 6.14144 1.64457 0.45434 -0.034 -0.041 -0.005 0.156
H 6.86772 0.42792 2.57795 0.032 0.014 -0.052 0.096
H 5.88799 -0.96639 2.29902 0.144 0.006 -0.081 0.054
H 5.78137 2.01949 -0.40331 -0.003 -0.006 0.004 0.106
H 6.80306 2.18241 0.98073 0.009 -0.022 0.008 0.096
C 0.58624 -4.74223 -0.87492 0.337 0.099 -0.279 -0.677
O -0.46518 -5.30216 -0.63072 -0.193 0.012 0.077 0.029
N 0.86929 -4.20489 -2.09957 0.119 -0.331 0.344 0.152
N 1.57646 -4.60733 0.06768 -0.021 0.119 0.220 0.141
H 1.72879 -3.73889 -2.32043 -0.039 0.107 0.008 0.105
H 0.16693 -4.29263 -2.81005 0.303 -0.168 -0.161 0.078
H 1.39286 -4.99845 0.97573 0.043 -0.078 -0.109 -0.013
H 2.45270 -4.15178 -0.10642 -0.012 -0.037 -0.109 0.090
C -1.08674 8.35610 -6.35467 0.005 0.128 -0.100 -0.654
O -1.17390 7.27937 -5.77997 0.032 0.283 -0.164 0.008
N -1.68842 8.59451 -7.55518 -0.029 -0.091 0.018 0.157
N -0.37966 9.40095 -5.83758 0.024 -0.056 0.079 0.156
H -1.62981 9.46799 -8.04254 0.017 0.011 0.022 0.097
H -2.21557 7.84509 -7.96192 0.004 0.005 -0.011 0.105
H 0.07474 9.25616 -4.95572 0.003 0.001 -0.005 0.105
H -0.29358 10.29138 -6.28880 -0.019 -0.011 -0.025 0.097
C 0.96322 1.71828 -5.29467 0.092 -0.045 0.229 -0.682
O -0.08119 1.77876 -5.93008 -0.054 -0.217 -0.078 -0.005
N 1.92734 0.79110 -5.55762 0.025 0.087 -0.234 0.159
N 1.24084 2.57702 -4.27262 -0.082 0.170 -0.093 0.172
H 2.78645 0.72391 -5.04798 -0.053 -0.035 0.094 0.094
H 1.75066 0.14284 -6.30118 -0.014 -0.026 0.028 0.103
H 0.54752 3.27023 -4.05348 -0.039 -0.049 0.039 0.086
H 2.08632 2.54633 -3.73713 -0.003 -0.077 0.004 0.093
C -0.84955 -1.61327 -3.86752 -0.225 0.121 -0.207 -0.675
O 0.05783 -1.01368 -3.30726 0.088 -0.088 0.107 0.002
N -1.40535 -1.18880 -5.03441 0.184 0.054 -0.100 0.176
N -1.38466 -2.76795 -3.35617 0.020 -0.124 -0.046 0.144
H -2.15399 -1.67015 -5.50412 -0.184 0.053 0.081 0.064
H -1.03873 -0.34097 -5.43794 0.017 0.099 0.030 0.071
H -1.00335 -3.10604 -2.49266 -0.353 0.332 0.139 0.063
H -2.13117 -3.27391 -3.79426 -0.124 0.117 -0.016 0.104
C -4.50441 -1.60729 -7.54566 -0.044 0.018 -0.150 -0.675
O -4.28310 -1.86918 -6.37277 0.187 -0.041 0.043 0.007
N -4.25065 -0.37611 -8.07890 0.028 0.028 0.073 0.156
N -5.02214 -2.52477 -8.41294 0.006 -0.049 0.059 0.153
H -4.42329 -0.13847 -9.03681 -0.004 -0.031 -0.006 0.095
H -3.86864 0.31933 -7.46572 0.010 -0.006 -0.002 0.100
H -5.21955 -3.43834 -8.04977 -0.007 0.004 0.008 0.105
H -5.21220 -2.33302 -9.37780 0.001 0.032 0.007 0.095
```
Forces are in eV/Å.

HOMO-LUMO gap (eV): 7.2
Energy (eV): -97908.8488
HOMO energy (hartree): -0.3930
Net charge: +1

- The highest energy belongs to which entry?
  C2F3InNO3S